The following is a DFT calculation (ωB97M-V/def2-TZVPD) of an isolated molecule of C16H22O4.

Geometry (Å):
C 1.73488 2.26745 -3.27765
C 1.43054 3.31122 -2.20893
C 0.77286 2.72050 -0.96217
C -0.66310 2.27014 -1.21359
O -1.22705 1.76815 -0.00079
C -1.54723 0.47665 0.05044
O -1.48845 -0.29105 -0.87475
C -2.08030 0.11916 1.40239
C -3.31186 0.62325 1.79791
C -3.86771 0.24179 3.00735
C -3.20081 -0.65278 3.82922
C -1.97091 -1.15313 3.44642
C -1.39783 -0.76593 2.23866
C -0.05247 -1.30289 1.89993
O 0.39645 -2.31870 2.37168
O 0.60947 -0.49845 1.06570
C 1.89737 -0.91914 0.61337
C 1.86305 -1.32398 -0.85941
C 0.97078 -2.53104 -1.15057
C 1.42948 -3.80817 -0.45685
H 0.82439 1.80038 -3.64303
H 2.38453 1.49183 -2.87802
H 2.23873 2.73155 -4.12223
H 0.78136 4.08383 -2.62678
H 2.36483 3.79118 -1.91027
H 0.75862 3.46775 -0.16606
H 1.35044 1.86581 -0.60584
H -0.70984 1.48136 -1.97004
H -1.28347 3.11561 -1.52664
H -3.83679 1.30860 1.14954
H -4.82603 0.64010 3.30540
H -3.63898 -0.95659 4.76785
H -1.42910 -1.84687 4.07133
H 2.56316 -0.06175 0.75566
H 2.23696 -1.74820 1.24015
H 1.49817 -0.47769 -1.44440
H 2.89033 -1.53736 -1.16426
H -0.05386 -2.29477 -0.85785
H 0.97000 -2.68931 -2.23158
H 2.47859 -4.00597 -0.67102
H 0.84254 -4.65263 -0.81017
H 1.29823 -3.73990 0.61988

Properties
HOMO-LUMO gap	10.249	eV
2S+1	1
DFT total energy	-25139.86818	eV
E_HOMO	-9.75	eV
ΔE to the lowest compared entry with this formula, charge and spin	37.40	kJ/mol

The following is a DFT calculation (ωB97M-V/def2-TZVPD) of a structure of composition C16H23BN4O4S.

Geometry (Å):
C 4.17822 0.31486 2.83711
C 3.49045 -0.45950 2.23403
C 2.48584 -1.40053 1.88065
C 2.77769 -2.78459 2.07029
C 1.90788 -3.77448 1.80720
C 2.29495 -5.20945 2.06977
B 1.88154 -6.27232 0.96328
O 1.92401 -7.61166 1.28116
O 1.50696 -5.94374 -0.30733
C 0.62406 -3.38017 1.32200
N -0.40798 -4.17884 1.04732
S -1.61067 -3.22635 0.56694
N -0.90689 -1.79528 0.69170
C 0.33355 -2.01307 1.13110
C 1.27825 -0.99818 1.41087
C 0.90568 0.42627 1.21565
O -0.19622 0.71135 2.11163
N -0.13893 2.03954 2.54661
O -0.99875 2.26429 3.30902
H 4.88040 0.92788 3.33587
H 3.75288 -3.03329 2.45350
H 1.93299 -5.48547 3.05948
H 3.38205 -5.23717 2.14225
H 2.11163 -7.70292 2.22060
H 0.68930 -6.37550 -0.56811
H 1.73109 1.07802 1.46761
H 0.56162 0.60842 0.20125
C -2.59757 3.01576 0.35219
C -1.49787 3.22256 -0.67866
N -1.63238 2.36498 -1.84015
C -0.44586 2.33328 -2.67639
C -0.01545 3.62938 -3.37349
C -2.90198 2.44705 -2.53937
C -3.34632 3.81702 -3.06909
H -2.67088 1.96444 0.63575
H -2.37181 3.59267 1.24943
H -3.57184 3.34666 -0.01010
H -0.54108 2.98859 -0.20098
H -1.45651 4.29067 -0.94466
H -0.57426 1.55093 -3.42943
H 0.38612 1.99366 -2.04936
H -0.66748 3.87955 -4.20909
H 0.99123 3.50854 -3.77956
H 0.01033 4.47625 -2.68728
H -3.68067 2.07622 -1.86761
H -2.88634 1.73139 -3.36502
H -3.21650 4.60661 -2.32783
H -4.40749 3.78282 -3.32430
H -2.80926 4.10283 -3.97217

Properties
HOMO-LUMO gap	7.326	eV
2S+1	1
DFT total energy	-42625.07697	eV
E_HOMO	-8.07	eV
ΔE to the lowest compared entry with this formula, charge and spin	0.00	kJ/mol

The following is a DFT calculation (ωB97M-V/def2-TZVPD) of a structure of composition C16H23BN6O2ReS2.

Geometry (Å):
Re 0.52451 0.07139 0.60107
C 1.52547 -1.44309 4.95348
C 1.57343 -1.29178 3.46729
C 2.05829 0.00568 2.91470
C 2.59825 -0.03553 1.49866
C 2.38114 -1.16737 0.69066
C 1.27759 -1.95898 1.12007
C 1.11293 -2.17101 2.57770
H 0.95958 -0.62680 5.40805
H 2.53178 -1.41004 5.37591
H 1.06594 -2.38641 5.23922
H 2.64948 0.58507 3.61912
H 3.35875 0.69013 1.23317
H 2.92734 -1.33721 -0.22727
H 0.95635 -2.76894 0.47563
H 0.63156 -3.08575 2.90137
N -0.35713 2.19279 0.79856
N 0.17474 2.84797 1.92892
C 0.78351 2.14815 2.93213
O 1.29826 2.61586 3.89192
O 0.74910 0.78221 2.67965
H -0.13961 2.75215 -0.02345
H -1.37438 2.11346 0.85111
H -0.10310 3.80036 2.12264
C 2.15020 2.20032 -3.72342
N 0.71869 2.14689 -3.42042
C -0.25362 2.84249 -4.08426
C -1.44366 2.44937 -3.56062
N -1.20204 1.52182 -2.57698
B -2.42223 0.91930 -1.75763
N -2.28448 -0.63240 -1.60205
C -2.57610 -1.54480 -2.58425
C -2.51550 -2.78771 -2.04385
N -2.18885 -2.62884 -0.71934
C -2.08808 -3.71160 0.25597
C -2.05338 -1.31581 -0.47106
S -1.67050 -0.57588 1.05623
C 0.12132 1.35468 -2.50545
S 1.07802 0.23251 -1.54730
H 2.34100 3.09317 -4.31111
H 2.44676 1.32322 -4.29497
H 2.72591 2.25367 -2.80368
H -0.02076 3.54227 -4.86796
H -2.44592 2.74842 -3.81041
H -3.39102 1.13752 -2.42120
H -2.46851 1.44058 -0.67524
H -2.83500 -1.24067 -3.58339
H -2.69186 -3.75795 -2.47456
H -1.38592 -4.46134 -0.10234
H -3.06470 -4.16881 0.39786
H -1.74357 -3.30271 1.20112

Properties
HOMO-LUMO gap (spin up / spin down)	6.778 / 7.003	eV
2S+1	2
total charge	+2
DFT total energy	-54464.49579	eV
E_HOMO (spin up / spin down)	-14.79 / -14.85	eV
expectation value of S²	0.760
ΔE to the lowest compared entry with this formula, charge and spin	171.11	kJ/mol